[1]
35
Properties=species:S:1:pos:R:3:forces:R:3 method="wB97M-V/def2-TZVPD" total_charge=+2 multiplicity=5 homo_energy_ev="-14.44 / -15.49"
I -2.25828 1.56599 -5.57339 0.04 0.05 0.00
I -1.37218 -0.16714 -3.16239 -0.28 -0.15 -0.24
Br 1.54731 -2.75237 3.25856 0.07 -0.05 -0.02
Br -2.78669 0.04823 5.38447 -0.08 0.03 0.10
Co -0.07446 -0.51021 -0.94672 0.30 0.42 0.13
O 0.51966 -1.38489 0.69473 0.10 -0.26 0.10
N 1.27174 1.14027 -0.71406 -0.03 -0.13 -0.12
N 1.26486 -1.62930 -1.88407 0.02 0.06 -0.07
N -1.46327 0.26804 0.28864 0.09 -0.03 -0.03
C 2.24304 -0.99465 -2.81700 -0.09 0.03 0.08
C -2.46513 1.10721 0.07058 0.00 0.02 -0.03
C -1.76111 -0.38469 3.91360 -0.02 0.04 0.02
C 2.22077 1.37223 -1.83578 -0.10 -0.10 -0.02
C -3.13471 1.07450 2.36846 -0.04 0.01 0.07
C -3.31897 1.53587 1.08991 -0.03 0.03 -0.05
C -0.15564 -1.09791 1.71615 -0.13 0.08 0.08
C -1.27740 -0.18385 1.55185 0.14 -0.14 -0.02
C -2.08057 0.18215 2.62381 -0.02 -0.03 0.17
C -0.68860 -1.24912 4.08977 -0.09 0.06 -0.03
C 3.02756 0.12243 -2.15009 0.01 -0.03 0.05
C 0.11612 -1.60881 3.02715 0.01 0.03 -0.18
H -4.12007 2.22317 0.85618 0.02 -0.01 0.00
H 1.68237 -0.60734 -3.66656 -0.01 0.00 -0.02
H 0.79270 -2.38304 -2.38112 0.02 -0.01 -0.02
H 0.75724 1.99749 -0.53348 0.00 0.01 -0.01
H 1.80948 0.96078 0.13134 0.02 0.02 0.00
H 3.51181 -0.24877 -1.23896 0.01 0.01 -0.03
H 1.78132 -2.08804 -1.13392 0.00 0.01 0.02
H 2.89207 2.19728 -1.60294 0.03 0.04 0.05
H 1.63216 1.66469 -2.70662 -0.01 0.01 -0.01
H 2.92084 -1.76120 -3.19060 0.03 -0.02 0.02
H 3.83784 0.40049 -2.82479 0.01 0.02 0.00
H -3.78874 1.38963 3.17037 0.01 0.00 -0.01
H -2.60147 1.44831 -0.94663 0.01 0.00 0.01
H -0.48160 -1.64743 5.07356 -0.01 0.01 0.00

***

[2]
28
Properties=species:S:1:pos:R:3:forces:R:3 method="wB97M-V/def2-TZVPD" total_charge=0 de_lowest_kj_mol=143.5 homo_energy_ev="-7.84 / -7.84"
Br -4.89029 0.38166 0.28978 1.20 0.31 -0.78
N 0.36472 0.56673 0.05993 -0.38 -1.28 0.34
C -0.78598 -2.88533 0.19834 -1.48 -1.04 -0.36
C -2.22292 0.38579 -0.99078 0.35 -0.22 0.86
C 1.64003 -1.63099 0.21334 2.31 1.97 -0.57
C -1.98634 -0.97428 -0.52361 -0.50 0.19 0.19
C 1.12232 2.38533 1.41563 -0.19 0.75 0.83
C 1.63271 -2.97188 0.36696 0.34 1.58 -0.20
C 1.36277 2.44074 -1.04000 -1.42 -2.76 -1.35
C 1.41091 1.53558 0.17785 -0.98 -0.95 0.18
C -0.80247 -1.48317 -0.06757 -1.06 0.72 -0.77
C 0.46603 -0.71537 0.09605 -0.54 -0.69 -0.32
C -3.33728 1.08670 -0.72336 0.45 -2.59 0.76
C 0.32479 -3.56757 0.41732 1.04 -2.97 1.29
H -1.26373 0.77503 -1.37691 -1.10 0.73 -0.04
H -1.73580 -3.45799 0.06202 0.77 0.69 0.49
H 2.36987 1.03892 0.20454 0.68 0.16 0.17
H 1.80168 2.28283 2.29124 -0.45 -0.46 -0.63
H -2.91002 -1.56457 -0.48155 0.60 -0.28 0.00
H 0.06567 2.21514 1.73321 0.86 0.18 -0.15
H 0.39586 2.91290 -1.23550 0.02 -0.11 0.45
H 2.62876 -3.48722 0.38375 -1.42 0.18 0.08
H -3.42707 2.10809 -0.78061 -0.31 2.07 -0.64
H 2.02251 3.10176 -0.63861 2.38 2.69 -0.65
H 1.61284 1.83171 -1.95736 0.29 1.08 0.86
H 2.62948 -1.11357 0.04197 -1.05 -0.66 0.46
H 1.22968 3.44516 1.12820 -0.24 -0.25 0.24
H 0.28129 -4.64213 0.73572 -0.16 0.98 -0.74

***

[3]
31
Properties=species:S:1:pos:R:3:forces:R:3 method="wB97M-V/def2-TZVPD" total_charge=0 multiplicity=5 de_lowest_kj_mol=543.6 homo_energy_ev="-7.56 / -8.71"
I 0.87680 2.55121 -2.06479 0.27 1.08 -1.79
Fe 1.14533 1.49714 0.05752 -2.83 -0.88 -0.09
Cl 0.22491 0.29695 1.55409 0.00 -0.39 1.66
N 0.88169 -0.99703 -1.14687 -1.11 -0.46 0.34
N -1.28408 0.74007 -0.82399 -0.29 0.22 0.11
C -2.70863 -0.69741 -2.11342 0.50 1.12 1.07
C -0.30040 -1.31828 -1.70441 1.21 -1.35 -0.19
C 1.19275 3.21768 0.86547 -0.43 0.91 2.20
C 1.82967 -1.92239 -1.01231 0.06 -0.80 -0.98
C 2.77534 0.65875 -0.28241 3.41 0.10 0.77
C -1.44058 -0.36518 -1.55219 -1.45 -0.18 -0.64
C 1.78936 -3.19192 -1.60254 -0.52 0.96 0.40
C -0.44373 -2.60293 -2.31236 -0.35 0.91 0.39
C 0.60710 -3.51738 -2.26755 0.18 -0.24 -0.14
C -3.81603 0.10590 -1.77569 0.66 -0.92 -0.58
C -3.63821 1.21418 -0.96658 0.44 0.72 0.57
C -2.33504 1.52312 -0.53021 -0.32 -0.92 -0.71
H -1.40343 -2.84424 -2.78707 0.71 -0.20 0.21
H 2.74649 -1.67210 -0.48657 -0.35 0.15 -0.01
H -2.13973 2.41525 0.06536 0.06 -0.24 -0.11
H 3.50262 1.47456 -0.47692 -0.13 -0.35 0.47
H -4.47410 1.86604 -0.66010 0.50 -0.49 -0.28
H 2.27141 3.08823 0.74542 0.41 0.64 0.05
H 0.82604 4.18726 0.56436 0.13 0.00 -0.47
H 0.51193 -4.50083 -2.73076 -0.12 0.32 0.02
H 2.81276 0.03653 -1.13672 0.12 -0.17 -0.55
H 2.68946 -3.80278 -1.50186 -0.63 -0.17 -0.17
H 0.94910 3.09242 1.94915 0.08 -0.18 -0.82
H -4.79213 -0.18068 -2.16278 0.13 0.22 0.12
H 2.99806 0.10396 0.67022 0.02 0.50 -0.89
H -2.78542 -1.56200 -2.75310 -0.34 0.09 0.02

***

[4]
47
Properties=species:S:1:pos:R:3:forces:R:3 method="wB97M-V/def2-TZVPD" total_charge=-2 multiplicity=4 de_lowest_kj_mol=61.8 homo_energy_ev="-1.32 / -4.31"
V 0.71080 0.94719 0.87127 -0.14 0.21 0.84
Cl 0.66615 1.70199 4.13543 0.10 -0.26 -0.37
S 3.27759 1.13429 0.42372 -0.15 0.02 -0.07
O 0.95810 3.05298 3.74568 0.00 -0.07 0.11
O 4.38577 1.26595 1.32812 0.01 0.02 0.05
O 0.27425 4.13762 -3.01858 0.16 -0.09 -0.23
O 2.41599 -0.09978 0.75741 0.09 -0.09 -0.13
O 3.60962 1.11982 -0.98303 0.11 0.00 -0.02
O -0.67728 3.60723 -1.11005 -0.02 -0.08 0.19
O -0.76369 1.52405 4.25128 -0.01 0.01 0.01
O 1.16412 0.78055 3.07951 -0.30 0.39 0.00
O 1.31468 1.35400 5.35951 0.01 0.01 -0.01
O 1.33471 0.82397 -5.68082 -0.07 0.06 0.02
O 1.03693 2.98927 -5.13195 -0.06 -0.01 0.17
O -4.09090 -4.14512 0.41799 0.01 0.00 0.01
O 2.19296 2.21049 0.68393 0.24 0.00 -0.30
N -0.73815 2.46644 1.37441 0.23 0.06 0.04
N 0.99088 -0.01245 -3.19721 0.00 0.05 0.01
N 0.41264 0.88069 -1.28676 0.01 0.01 -0.37
N -0.62623 -0.52018 1.13043 -0.20 -0.28 -0.01
N -2.49389 -5.24637 1.58947 -0.01 0.04 0.06
C -1.82319 -0.59564 0.45218 0.08 0.04 0.06
C 0.45499 1.87568 -2.27470 0.03 -0.08 0.08
C 0.81591 -1.63506 -1.35678 -0.02 0.00 -0.05
C -2.19694 -2.89085 1.09853 0.00 -0.01 0.00
C -0.28285 -1.62565 1.86574 0.07 -0.02 -0.10
C -2.59904 -1.71193 0.41909 -0.03 -0.01 0.00
C -0.01084 3.27793 -2.07237 -0.03 -0.06 0.00
C -2.99935 -4.09276 0.98763 0.00 0.04 -0.04
C 0.74169 -0.25220 -1.90466 -0.01 0.11 0.10
C 0.83636 1.31387 -3.46437 -0.08 -0.01 0.00
C 1.08506 1.75066 -4.89707 0.14 0.06 0.02
C -0.99530 -2.78523 1.85406 -0.06 0.02 0.06
H 0.62311 -1.52854 2.44917 0.01 0.01 -0.02
H 0.67762 3.69929 -3.87403 -0.08 -0.02 0.00
H -1.24163 2.24485 2.22730 -0.08 -0.04 0.02
H -2.95533 -6.07952 1.26559 -0.01 -0.04 -0.02
H 1.27583 -0.65465 -3.91954 0.01 -0.02 -0.04
H -1.49520 -5.32029 1.67934 0.03 -0.01 -0.02
H 1.51199 -1.67884 -0.52521 0.06 0.03 0.08
H -1.34988 2.72717 0.61291 -0.03 0.01 -0.15
H -2.09937 0.29449 -0.09960 0.00 -0.01 0.00
H 1.16035 -2.30755 -2.14375 0.00 0.01 0.01
H -0.63452 -3.59647 2.47414 -0.03 -0.01 0.00
H -0.16613 -1.96965 -1.01921 0.04 0.00 -0.01
H -3.52288 -1.71587 -0.14310 0.01 -0.01 0.00
H -0.16552 3.28412 1.56897 0.00 0.02 0.02

***

[5]
31
Properties=species:S:1:pos:R:3:forces:R:3 method="wB97M-V/def2-TZVPD" total_charge=-1 multiplicity=4 homo_energy_ev="-0.15 / -3.57"
Co 0.34362 0.15087 -1.42419 -0.26 -0.20 -0.06
S -0.87688 -2.01013 2.46941 -1.30 -4.01 0.82
P -0.18038 2.32187 -1.02309 0.07 -0.87 -0.46
N -0.38698 -2.99313 0.09611 -0.59 -0.93 0.62
N -0.10958 -0.49733 0.49901 -0.33 -0.06 2.04
C -0.65748 -0.43533 2.82031 0.11 2.51 1.76
C 0.04652 2.18177 3.20701 -0.34 -0.90 -0.11
C 0.80342 0.16477 -3.65349 -0.61 -0.75 -0.81
C 1.81122 -0.64613 -3.04229 -1.33 0.38 0.73
C 1.12262 -1.73853 -2.42649 -0.77 -0.69 -1.00
C -0.20788 0.25667 1.68871 0.69 0.33 -1.62
C -0.47988 -0.55073 -3.59869 1.21 1.29 0.04
C -0.82548 0.12347 4.08561 0.13 -0.04 -0.62
C -0.28498 -1.71223 -2.84979 1.69 -0.09 0.82
C -0.38128 -1.81773 0.87721 0.87 0.06 -1.87
C -0.48818 1.45787 4.27171 0.18 0.69 0.02
C 0.20232 1.58857 1.94251 -0.29 0.04 1.19
H -0.65758 -3.88303 0.54031 0.30 1.23 -0.34
H -0.10908 -3.08153 -0.85619 0.17 0.53 -0.06
H 1.59342 -2.55283 -1.87089 -0.12 0.36 -0.21
H -1.14768 2.57747 -0.02169 0.14 0.38 -0.26
H 0.36752 3.20367 3.36671 0.04 0.03 -0.10
H 0.70872 2.19887 1.25551 0.59 0.31 -1.00
H -0.70438 3.08897 -2.09359 0.08 0.21 0.21
H -0.59448 1.91667 5.24621 -0.03 0.03 0.03
H 2.87892 -0.43233 -2.98849 -0.41 -0.04 0.05
H 0.98332 1.08387 -4.21559 -0.09 -0.33 0.22
H 0.87032 3.16877 -0.59189 -0.36 0.38 -0.06
H -1.18448 -0.47243 4.91571 -0.01 -0.10 -0.07
H -1.41648 -0.20483 -4.03849 0.35 -0.10 0.19
H -1.03888 -2.45593 -2.58729 0.22 0.37 -0.08

***

[6]
69
Properties=species:S:1:pos:R:3:forces:R:3 method="wB97M-V/def2-TZVPD" total_charge=-2 de_lowest_kj_mol=205.8 homo_energy_ev=-5.12
K -21.40710 6.54635 -1.77069 0.25 0.28 -0.61
S -18.40728 7.16143 -7.60040 -0.85 0.19 -1.03
S -21.87261 5.49259 1.86523 -0.11 0.56 -0.14
S -19.96516 6.54519 -5.64278 -3.07 -0.27 0.96
S -22.83710 9.28588 -3.80861 1.02 -0.09 0.64
S -19.32516 5.26046 1.31003 3.31 -0.49 0.88
S -24.73316 7.38087 -3.91427 -2.63 -0.77 -0.15
F -24.52673 10.06591 -1.86902 0.25 -0.08 0.48
F -16.77156 5.21908 -8.37132 0.24 -0.24 -0.78
F -25.22369 5.30652 -2.29094 0.64 -0.50 0.88
F -20.36734 3.97508 -4.99625 -0.29 -0.04 0.32
F -16.00073 7.23823 -8.71550 0.43 0.18 -0.54
F -21.85112 5.39834 -4.20681 0.01 -0.49 -0.14
F -23.94591 7.00686 2.32098 -0.51 -0.45 -0.26
F -22.56676 7.84175 0.94182 -0.03 0.46 -0.80
F -26.91956 6.50037 -2.68216 -1.22 -0.04 -0.39
F -16.92238 5.58791 0.20884 0.16 0.24 0.35
F -21.91631 4.73725 -6.28800 -0.12 0.10 0.21
F -22.45248 10.69588 -1.55236 -0.04 0.02 0.33
F -18.39895 7.04098 -0.41368 -0.02 0.08 -0.55
F -23.72954 11.67875 -3.00781 0.41 0.28 -0.01
F -23.80300 6.15183 0.28997 -0.37 0.49 -0.16
F -18.43598 4.94363 -1.13884 -0.33 0.61 -0.47
F -25.49191 7.29371 -1.35149 0.44 0.09 1.12
F -16.04406 6.36713 -6.73795 0.41 0.29 0.21
O -21.49564 5.93186 3.19311 -0.18 -0.51 -1.12
O -18.97507 7.48365 -8.90493 0.75 -1.27 0.99
O -22.60743 4.26482 1.69638 0.82 0.07 0.03
O -27.65102 1.04560 -3.61338 -0.06 -0.26 0.10
O -19.31889 6.73727 -4.35691 -0.15 -0.16 -0.57
O -25.01004 1.84085 -4.23309 -0.12 0.62 -0.18
O -19.17503 3.81616 1.41460 -0.59 1.00 -0.36
O -23.39096 9.78496 -5.03497 -0.33 -0.64 0.72
O -22.55845 1.79632 -2.57401 0.34 0.15 -0.42
O -20.91450 7.54044 -6.11849 0.91 -0.60 0.62
O -21.39999 9.32658 -3.68928 -0.72 -0.52 0.63
O -18.78838 6.00517 2.44042 -0.66 -0.24 -1.01
O -25.73757 8.37978 -4.24956 1.16 -0.30 0.31
O -18.18063 8.31504 -6.77087 0.43 -0.36 0.31
O -24.46593 6.36391 -4.89452 -0.35 -0.23 0.24
N -19.13658 5.87792 -6.80286 1.82 1.95 -1.26
N -20.67414 5.78467 0.67476 -2.14 -0.84 2.41
N -23.40543 7.80723 -3.19294 1.07 3.11 -0.97
C -18.19859 5.76638 -0.10710 -0.45 -1.14 0.71
C -21.96183 2.98492 -2.09178 -1.08 0.18 0.63
C -21.11574 5.05513 -5.28247 1.45 1.02 -0.58
C -25.63192 6.56380 -2.42522 0.71 0.44 -2.38
C -23.79509 2.45808 -4.60875 1.12 0.07 1.70
C -28.46176 0.78375 -4.72602 -0.20 -0.03 -0.18
C -26.10842 2.71607 -4.51194 -0.14 -0.82 -0.67
C -16.67347 6.45842 -7.90382 -1.89 -0.41 1.27
C -22.61714 1.72915 -3.96321 -0.07 -1.37 -1.90
C -23.14989 6.70455 1.29983 1.19 -0.02 0.84
C -27.23063 2.39080 -3.53390 0.79 0.25 0.13
C -23.40766 10.51284 -2.44697 -0.77 -0.75 -1.30
H -26.37785 2.51701 -5.55831 -0.32 0.19 0.03
H -28.08280 3.07444 -3.59329 -0.01 0.11 -0.32
H -28.55094 -0.29158 -4.87936 0.21 -0.06 0.21
H -22.64521 0.68104 -4.30546 -0.54 -0.15 0.74
H -22.54563 3.88509 -2.33083 -0.22 -0.13 -0.33
H -25.82134 3.76913 -4.47642 0.02 0.04 0.33
H -22.10291 2.87329 -1.01564 0.91 0.24 0.09
H -26.77160 2.54216 -2.55540 -0.22 -0.27 0.17
H -20.95490 3.17417 -2.47347 0.18 -0.42 0.33
H -23.75449 3.43719 -4.11359 -0.23 0.37 -0.73
H -28.05022 1.20794 -5.64583 -0.06 0.05 -0.02
H -23.59806 2.51741 -5.68303 -0.41 0.14 -0.09
H -29.48148 1.15921 -4.57746 -0.01 0.22 -0.03
H -21.68963 1.98451 -4.49695 0.05 0.87 0.55

***

| no. | DFT total energy (eV) |
| --- | --- |
| 1 | -213087.701 |
| 2 | -84200.323 |
| 3 | -70659.062 |
| 4 | -95786.568 |
| 5 | -73400.085 |
| 6 | -178104.700 |